one | A molecular structure, CH5ISi, computed with ωB97M-V with the def2-TZVPD basis set.

Geometry as ORCA input:
```
! RIJCOSX wB97M-V def2-TZVPD def2/J DEFGRID3
* xyz 0 1
C 1.1841 0.2186 0.4556
Si -0.1087 -0.4497 -0.6092
I 2.9828 -0.7276 0.6882
H 1.4909 1.2406 0.4625
H 0.8064 0.4431 2.7095
H 0.0132 -1.8680 -0.9642
H -1.3521 -0.1276 0.0554
H -0.0926 0.5271 -1.7685
*
```

Output
E_LUMO (alpha / beta): -0.9 / -0.6 eV

two | A molecular structure, CH5ISi, computed with ωB97M-V with the def2-TZVPD basis set.

Geometry as ORCA input:
```
! RIJCOSX wB97M-V def2-TZVPD def2/J DEFGRID3
* xyz 0 1
C 0.0648 -0.4200 0.8530
Si -0.0704 0.5490 -0.7224
I 0.6522 -2.4230 0.4999
H 0.6783 -0.1496 1.7090
H -1.0822 -0.5140 1.2725
H -0.7508 1.9127 -0.5197
H 1.3320 0.6462 -1.2213
H -0.8239 0.3987 -1.8709
*
```

Output
E_LUMO: 0.3 eV

Most stable one: two, least stable one: one.

one | A single C7H6 molecule, computed with ωB97M-V with the def2-TZVPD basis set.

Geometry as ORCA input:
```
! RIJCOSX wB97M-V def2-TZVPD def2/J DEFGRID3
* xyz 0 1
C -3.2480 0.0813 -0.0455
C -2.0395 0.1242 -0.0333
C -0.5909 0.1050 0.0481
C 0.1323 -1.0291 0.0056
C 1.6124 -0.6984 -0.0517
C 1.5901 0.8077 -0.0949
C 0.3391 1.2953 0.0493
H -4.2956 -0.0927 -0.1464
H -0.2821 -2.0448 0.1946
H 2.1563 -1.2706 -0.8157
H 2.0324 -1.0257 0.8849
H 2.5000 1.4208 -0.1230
H 0.0935 2.3270 0.1281
*
```

Output
SMILES: C#CC1=CCC=C1
E_LUMO: 1.0 eV

two | A single C7H6 molecule, computed with ωB97M-V with the def2-TZVPD basis set.

Geometry as ORCA input:
```
! RIJCOSX wB97M-V def2-TZVPD def2/J DEFGRID3
* xyz 0 1
C -1.6175 0.4212 0.7191
C -1.5994 -0.7982 -0.1501
C -0.3296 0.9219 1.0267
C -0.8362 0.6822 -0.6977
C -0.2424 -0.8477 -0.5920
C 0.4900 0.1363 0.1541
C 1.9283 0.3807 0.1193
H -2.4774 0.9024 1.1538
H -2.5340 -1.3194 -0.6890
H 0.0540 -1.6009 -1.2782
H 2.5683 0.3061 -0.8502
H 2.4349 -0.5025 0.5192
H 2.1608 1.3179 0.5649
*
```

Output
E_LUMO: 0.8 eV

Most stable one: one, least stable one: two.

one | 14 unconnected molecules or ions with the total composition C14H56N28O14, computed with ωB97M-V with the def2-TZVPD basis set.

Geometry as ORCA input:
```
! RIJCOSX wB97M-V def2-TZVPD def2/J DEFGRID3
* xyz 0 1
C 0.0274 -4.5408 0.6114
O 0.6530 -3.5556 0.9883
N -0.9981 -5.0675 1.1989
N 0.3328 -5.1929 -0.4762
H -1.5534 -5.7954 0.7725
H -1.3321 -4.6103 2.0352
H 0.9667 -4.8754 -1.1956
H -0.2416 -6.0006 -0.6703
C -0.2619 2.4499 3.3230
O 0.6124 3.0931 2.8665
N -0.4700 1.2065 3.1756
N -1.1645 2.9513 4.0647
H 0.0158 0.6619 2.4773
H -1.3385 0.7829 3.4693
H -1.7804 2.3885 4.6339
H -1.0836 3.8689 4.4790
C -3.3325 -1.1990 4.0227
O -2.8664 -0.3216 3.4139
N -3.0398 -1.6541 5.1903
N -4.2233 -1.8554 3.4640
H -2.1878 -1.3141 5.6129
H -3.6388 -2.4187 5.4672
H -4.5286 -2.7520 3.8147
H -4.4779 -1.6079 2.5185
C -4.8271 0.0103 0.3813
O -5.0064 -1.0872 0.9179
N -4.2692 0.9747 1.0650
N -4.8038 0.2258 -0.8807
H -4.3320 1.9099 0.6886
H -4.2669 0.9203 2.0736
H -4.8356 -0.5901 -1.4751
H -4.2322 1.0105 -1.1597
C -1.9365 5.0494 0.7922
O -2.5939 5.6844 0.0311
N -0.7786 5.2560 1.2648
N -2.3590 3.8694 1.1501
H -0.3474 4.5868 1.8863
H -0.3591 6.1689 1.1603
H -1.7440 3.2839 1.6970
H -3.3092 3.5874 0.9562
C -0.7160 -2.9719 -2.9550
O -1.9634 -2.8548 -2.8224
N -0.1171 -3.7400 -3.8084
N 0.1584 -2.4076 -2.1784
H -0.6398 -4.2259 -4.5231
H 0.8865 -3.8232 -3.7318
H 1.0776 -2.7995 -2.3252
H -0.2372 -2.0251 -1.3314
C 3.2309 -3.8856 -1.6874
O 2.3765 -3.9644 -2.5351
N 4.4612 -4.0789 -1.9836
N 3.0898 -3.6304 -0.4049
H 4.5415 -4.0176 -2.9886
H 5.3221 -3.9784 -1.4651
H 2.2083 -3.4624 0.0585
H 3.9201 -3.4462 0.1398
C 3.6757 0.5793 1.4429
O 3.9227 1.4644 0.6787
N 4.3872 -0.4559 1.7006
N 2.6947 0.7237 2.2841
H 4.0874 -0.9706 2.5163
H 5.1006 -0.6441 1.0109
H 2.0547 1.4987 2.1843
H 2.2772 -0.1457 2.5841
C 2.4747 3.8564 -1.4358
O 1.9735 4.2210 -2.5135
N 2.1094 2.7696 -0.7995
N 3.3051 4.5612 -0.7604
H 2.7802 2.4875 -0.0991
H 1.2707 2.2328 -0.9687
H 3.3942 5.5150 -1.0803
H 3.8084 4.2050 0.0395
C 2.8030 -0.0857 -3.5852
O 3.4463 -0.0980 -4.6171
N 1.5109 -0.0287 -3.5732
N 3.2414 -0.3917 -2.3847
H 0.9679 0.2370 -4.3824
H 1.1110 -0.3148 -2.6910
H 4.1798 -0.7431 -2.2576
H 2.6014 -0.3994 -1.6034
C -3.2167 3.1826 -2.5274
O -2.8844 2.3660 -1.6474
N -3.5694 2.9330 -3.7128
N -3.2818 4.4692 -2.3003
H -3.7103 1.9734 -3.9948
H -3.8549 3.7115 -4.2894
H -3.5206 5.0484 -3.0926
H -2.8937 4.8502 -1.4492
C 0.1033 2.3220 -4.7875
O -0.1596 1.4937 -5.5920
N -0.4373 2.4155 -3.6168
N 0.9415 3.3088 -4.9833
H 0.1661 2.9460 -3.0048
H -1.2164 1.8301 -3.3516
H 1.3599 3.4015 -5.8979
H 1.3403 3.7673 -4.1766
C 2.8107 -3.2526 3.8207
O 3.0946 -2.0659 3.5390
N 1.9304 -4.0084 3.2422
N 3.1766 -3.8465 4.9246
H 1.6477 -3.6870 2.3274
H 1.4430 -4.8198 3.5946
H 3.5661 -3.4172 5.7517
H 2.9148 -4.8180 5.0116
C -0.5221 0.0120 0.0663
O 0.4157 0.1089 -0.7008
N -0.4338 -0.8904 0.9718
N -1.5326 0.7782 0.1616
H -1.2639 -1.2130 1.4482
H 0.4414 -1.3934 1.0041
H -1.4431 1.5044 -0.5347
H -2.2772 0.7254 0.8420
*
```

Output
E_LUMO: -0.4 eV

two | 14 unconnected molecules or ions with the total composition C14H56N28O14, computed with ωB97M-V with the def2-TZVPD basis set.

Geometry as ORCA input:
```
! RIJCOSX wB97M-V def2-TZVPD def2/J DEFGRID3
* xyz 0 1
C 19.5716 -6.4627 2.5642
O 20.4277 -6.0731 3.3630
N 18.6986 -7.4806 2.8158
N 19.4425 -5.9075 1.3062
H 18.1444 -7.7400 2.0160
H 18.8230 -8.1159 3.5776
H 18.7012 -6.2227 0.7023
H 20.1858 -5.3479 0.9391
C 13.3135 -12.6463 6.5504
O 13.5835 -12.8393 5.3387
N 12.2446 -13.2430 7.1807
N 14.0379 -11.8744 7.4139
H 12.0543 -13.0802 8.1453
H 11.5421 -13.7063 6.6137
H 14.7496 -11.2173 7.1130
H 13.8697 -12.0101 8.3877
C 15.0237 -12.5420 0.8581
O 15.9368 -11.6861 0.8174
N 14.0592 -12.6873 -0.1010
N 15.0213 -13.5858 1.7695
H 14.1101 -12.0688 -0.9078
H 13.2423 -13.2157 0.1321
H 15.8336 -13.6623 2.3606
H 14.3880 -14.3544 1.7026
C 17.5553 -12.8467 5.0412
O 18.6873 -13.3016 4.8825
N 17.2212 -11.5327 4.7528
N 16.4522 -13.6416 5.2361
H 16.2559 -11.3014 4.8887
H 17.9825 -10.8867 4.7526
H 15.5672 -13.1615 5.2074
H 16.5274 -14.6387 5.2400
C 10.7168 -6.2556 1.4107
O 10.1691 -5.7484 2.3973
N 10.8113 -5.5797 0.2154
N 11.2916 -7.4972 1.3703
H 10.3531 -4.6934 0.1158
H 11.0646 -6.0881 -0.6108
H 11.6493 -7.9132 0.5332
H 11.3960 -8.0168 2.2264
C 15.4270 -5.8215 1.0587
O 16.0946 -6.8682 0.9250
N 15.8937 -4.6145 0.6502
N 14.1752 -5.8281 1.5866
H 15.3411 -3.7881 0.7874
H 16.7543 -4.5364 0.1463
H 13.5700 -5.0281 1.5755
H 13.9185 -6.7200 2.0012
C 15.8226 -9.7905 -2.3038
O 14.6077 -9.8859 -2.5018
N 16.7392 -10.6708 -2.8510
N 16.4290 -8.8659 -1.5325
H 17.6889 -10.3525 -2.9326
H 16.4403 -11.3531 -3.5232
H 17.3870 -9.0147 -1.2018
H 15.7990 -8.3114 -0.9730
C 14.1842 -9.1595 3.2259
O 13.6783 -8.0183 3.3948
N 15.0289 -9.3115 2.1641
N 13.8923 -10.2472 3.9823
H 15.4369 -8.4451 1.8305
H 15.4452 -10.2292 2.0516
H 14.2993 -11.1550 3.8827
H 13.0537 -10.0531 4.5110
C 19.2044 -9.8203 0.4483
O 18.9965 -9.5083 -0.7509
N 20.4381 -9.6378 0.9782
N 18.2036 -10.0539 1.3709
H 21.1859 -9.3845 0.3616
H 20.5272 -9.5922 1.9751
H 18.5612 -10.0624 2.3016
H 17.2502 -10.2670 1.0853
C 12.1438 -7.1759 8.2711
O 12.2833 -8.0411 9.1283
N 12.1730 -7.3152 6.8880
N 12.0029 -5.8525 8.6077
H 11.6987 -6.5778 6.4137
H 12.2695 -8.2555 6.5404
H 11.8036 -5.6056 9.5619
H 11.9753 -5.0804 7.9699
C 10.2065 -13.9074 4.4849
O 9.8182 -13.6308 5.6350
N 9.3356 -14.5592 3.6429
N 11.4337 -13.6759 3.9472
H 8.4373 -14.8776 3.9575
H 9.5913 -15.0190 2.7877
H 11.4697 -13.8893 2.9708
H 12.2170 -13.2273 4.4723
C 12.3747 -4.3570 4.5082
O 13.1496 -3.4827 4.0899
N 11.2744 -3.9814 5.2436
N 12.4325 -5.6898 4.2021
H 11.2756 -3.1399 5.7865
H 10.5042 -4.6164 5.3612
H 11.5863 -6.2032 4.0196
H 13.2368 -5.8151 3.6021
C 15.8219 -8.2578 6.8497
O 15.6602 -9.4881 6.9111
N 16.4844 -7.5521 7.8409
N 15.4168 -7.4318 5.8199
H 16.8394 -8.1069 8.5972
H 16.4587 -6.5595 7.7591
H 15.5833 -6.4506 5.8905
H 14.7052 -7.8113 5.2065
C 10.3777 -10.0505 6.3005
O 11.1447 -9.6765 5.4162
N 10.6770 -10.2032 7.6264
N 9.0250 -10.1900 6.0653
H 10.0195 -10.6691 8.2187
H 11.6209 -10.1020 7.9632
H 8.4758 -10.5725 6.8054
H 8.8074 -10.1497 5.0862
*
```

Output
E_LUMO: 0.0 eV

Most stable one: two, least stable one: one.